(1)
# CH7NS2

A 2-piece molecular cluster, CH7NS2 overall in a non-equilibrium geometry (ωB97M-V/def2-TZVPD, OMol25).

Values from the calculation:
* HOMO-LUMO gap: 9.443 eV
* calculated total energy: -893.3955 hartree
* relative energy (zero: lowest compared OMol25 entry of this formula, charge and spin): 66.2 kJ/mol
* structure (SMILES): CN.SS
* HOMO level: -9.13 eV

Structure (ORCA input):
```
! wB97M-V def2-TZVPD RIJCOSX def2/J DEFGRID3
* xyz 0 1
C -0.46 0.24 1.51
N 0.53 -0.81 1.32
H -1.10 0.46 0.64
H 0.05 1.14 1.87
H -1.13 0.01 2.34
H 0.17 -1.74 1.16
H 1.11 -0.52 0.54
S 0.62 0.79 -3.31
S -0.28 -0.77 -2.35
H 1.40 1.30 -2.27
H -0.92 -0.10 -1.44
*
```

(2)
# C3H11N3O

A 2-piece molecular cluster, C3H11N3O overall in a non-equilibrium geometry (ωB97M-V/def2-TZVPD, OMol25).

Values from the calculation:
* HOMO-LUMO gap: 5.036 eV
* calculated total energy: -360.1816 hartree
* relative energy (zero: lowest compared OMol25 entry of this formula, charge and spin): 671.5 kJ/mol
* HOMO level: -8.00 eV

Structure (ORCA input):
```
! wB97M-V def2-TZVPD RIJCOSX def2/J DEFGRID3
* xyz 0 1
C -1.04 -0.67 -2.78
N -1.51 -0.74 -1.40
C -0.40 -0.60 -0.57
N -0.63 -1.17 0.81
H -0.76 0.37 -3.09
H -1.81 -1.04 -3.46
H -0.14 -1.32 -2.89
H -0.37 0.54 -0.38
H 0.58 -0.94 -0.92
H -1.60 -1.41 0.59
H -0.76 -0.28 1.32
N 1.18 0.25 2.24
C 1.09 1.61 1.60
O 0.01 1.75 0.86
H 1.02 -0.57 1.64
H 1.91 0.13 2.93
H 1.15 2.32 2.46
H 2.05 1.76 1.05
*
```

(3)
# C21H43N2P3STl

C21H43N2P3STl as an isolated structure in a non-equilibrium geometry (ωB97M-V/def2-TZVPD, OMol25).

Values from the calculation:
* HOMO-LUMO gap (spin up / spin down): 4.230 / 5.821 eV
* calculated total energy: -2529.1439 hartree
* relative energy (zero: lowest compared OMol25 entry of this formula, charge and spin): 145.2 kJ/mol
* HOMO level (spin up / spin down): -15.87 / -15.88 eV

Structure (ORCA input):
```
! wB97M-V def2-TZVPD RIJCOSX def2/J DEFGRID3
* xyz 3 1
Tl 1.55 -0.68 -1.73
P -1.94 1.58 1.23
P 1.06 1.45 2.60
P -0.65 -2.24 2.41
H 1.00 -4.64 -5.81
C 0.26 -5.02 -5.11
C -1.00 -4.59 -5.09
H -1.33 -3.70 -5.62
C -2.35 2.95 0.08
C -2.33 2.48 2.80
C -3.54 0.67 1.09
C 2.83 0.94 2.69
C 1.36 3.27 2.47
C 0.70 1.38 4.43
C -1.44 -3.78 1.95
C -1.61 -1.58 3.79
C 1.02 -2.58 3.06
H 0.57 -5.83 -4.44
H -1.79 -5.18 -4.62
H -2.09 2.64 -0.94
H -1.77 3.84 0.34
H -3.42 3.18 0.14
H -1.63 3.31 2.95
H -2.26 1.79 3.65
H -3.35 2.87 2.75
H -3.61 0.23 0.09
H -4.37 1.38 1.23
H -3.60 -0.12 1.84
H 3.32 1.40 3.56
H 3.34 1.26 1.77
H 2.89 -0.16 2.77
H 1.92 3.61 3.34
H 0.40 3.81 2.40
H 1.94 3.45 1.56
H 1.46 1.95 4.97
H 0.73 0.33 4.77
H -0.29 1.79 4.64
H -1.40 -4.44 2.82
H -0.90 -4.22 1.10
H -2.48 -3.59 1.66
H -1.67 -2.38 4.55
H -2.61 -1.33 3.41
H -1.08 -0.68 4.17
H 1.00 -3.50 3.69
H 1.34 -1.75 3.72
H 1.75 -2.71 2.25
C -0.65 -3.10 -2.49
C 0.54 -3.78 -2.12
C 1.76 -3.48 -2.69
C 1.86 -2.60 -3.76
C 0.68 -1.95 -4.20
C -0.56 -2.18 -3.58
S -2.07 -3.47 -1.63
H -1.08 -1.46 1.28
H 0.52 -4.53 -1.32
H 2.68 -3.91 -2.30
H 2.87 -2.37 -4.17
H 0.71 -1.21 -5.02
H -1.49 -1.69 -3.95
C 1.71 5.75 -2.31
N 1.52 4.30 -2.33
C 1.97 3.46 -3.34
C 1.53 2.20 -3.03
N 0.86 2.26 -1.82
C 0.85 3.53 -1.42
H 2.78 5.98 -2.39
H 1.18 6.21 -3.16
H 1.31 6.15 -1.37
H 2.53 3.81 -4.17
H 1.68 1.28 -3.58
H 0.40 3.93 -0.53
*
```

(4)
# C27H29AsCl2F6I2N2O2P2V

C27H29AsCl2F6I2N2O2P2V as an isolated structure in a non-equilibrium geometry (ωB97M-V/def2-TZVPD, OMol25).

Values from the calculation:
* HOMO-LUMO gap (spin up / spin down): 6.783 / 7.432 eV
* calculated total energy: -7283.9499 hartree
* relative energy (zero: lowest compared OMol25 entry of this formula, charge and spin): 62.0 kJ/mol
* HOMO level (spin up / spin down): -7.61 / -7.81 eV

Structure (ORCA input):
```
! wB97M-V def2-TZVPD RIJCOSX def2/J DEFGRID3
* xyz 0 2
V 0.20 0.10 0.06
C -2.45 2.82 0.05
P -1.44 1.69 1.06
C -0.79 2.85 2.31
C -2.61 0.65 2.00
C -3.93 1.01 2.24
C -4.77 0.17 2.96
C -4.29 -1.03 3.46
C -2.97 -1.40 3.23
C -2.13 -0.57 2.50
P -0.39 -1.00 2.15
C 0.48 -0.50 3.68
C -0.27 -2.81 2.24
H -3.22 2.26 -0.48
H -1.79 3.28 -0.68
H -2.90 3.59 0.67
H -1.60 3.22 2.95
H -0.32 3.68 1.79
H -0.03 2.38 2.93
H -4.32 1.94 1.86
H -5.80 0.45 3.13
H -4.94 -1.69 4.02
H -2.61 -2.35 3.61
H -0.08 -0.85 4.55
H 0.59 0.58 3.73
H 1.47 -0.95 3.67
H -1.07 -3.27 1.67
H -0.31 -3.15 3.27
H 0.68 -3.10 1.80
I 2.86 -2.60 -2.18
C 0.99 -3.44 -1.94
C 0.75 -4.72 -2.46
C -0.47 -5.33 -2.33
I -0.71 -7.25 -3.13
C -1.54 -4.66 -1.68
C -2.82 -5.22 -1.50
C -3.80 -4.49 -0.87
C -3.49 -3.19 -0.44
N -2.31 -2.65 -0.58
C -1.32 -3.36 -1.18
C -0.02 -2.73 -1.28
O 0.19 -1.56 -0.76
H 1.56 -5.23 -2.96
H -3.02 -6.21 -1.87
H -4.79 -4.89 -0.72
H -4.25 -2.58 0.03
F 0.03 1.84 -1.68
As 1.04 1.44 -3.13
F -0.15 2.17 -4.14
F 0.17 -0.08 -3.19
F 2.02 0.94 -4.44
F 2.10 0.69 -1.96
F 1.87 2.94 -2.97
C -4.15 -0.05 -2.45
C -2.68 0.26 -2.33
O -2.23 0.09 -0.97
H -4.50 0.16 -3.47
H -4.74 0.55 -1.75
H -4.36 -1.11 -2.26
H -2.47 1.30 -2.58
H -2.07 -0.36 -2.99
H -2.28 -0.87 -0.74
Cl 3.23 -1.43 1.54
C 3.70 0.24 1.49
C 5.00 0.56 1.83
C 5.42 1.88 1.76
C 4.54 2.87 1.35
C 3.24 2.55 1.02
Cl 2.18 3.80 0.48
C 2.77 1.22 1.09
N 1.49 0.92 0.74
H 5.68 -0.23 2.13
H 6.44 2.13 2.02
H 4.86 3.90 1.27
*
```

(5)
# C42H77B9F36N14

A 16-piece molecular cluster, C42H77B9F36N14 overall in a non-equilibrium geometry (ωB97M-V/def2-TZVPD, OMol25).

Values from the calculation:
* HOMO-LUMO gap: 2.234 eV
* calculated total energy: -6233.3530 hartree
* HOMO level: -2.64 eV

Structure (ORCA input):
```
! wB97M-V def2-TZVPD RIJCOSX def2/J DEFGRID3
* xyz -2 1
C 16.54 3.78 4.28
C 16.58 3.06 2.96
N 15.54 3.54 2.04
C 14.28 3.00 1.84
C 13.78 3.62 0.71
N 14.78 4.49 0.24
C 15.81 4.54 1.12
C 14.63 5.39 -0.94
H 16.95 4.79 4.18
H 17.11 3.34 5.09
H 15.54 3.80 4.71
H 16.64 1.98 2.97
H 17.59 3.34 2.68
H 13.90 2.27 2.53
H 12.84 3.60 0.18
H 16.73 5.09 1.02
H 15.45 6.10 -0.84
H 13.72 5.98 -1.03
H 14.87 4.84 -1.85
C -9.41 -11.41 -0.83
C -9.46 -9.83 -0.83
N -8.95 -9.23 0.41
C -9.38 -9.47 1.69
C -8.59 -8.61 2.51
N -7.81 -7.78 1.78
C -8.05 -8.18 0.47
C -6.95 -6.64 2.24
H -10.09 -11.93 -0.16
H -8.43 -11.64 -0.41
H -9.54 -11.92 -1.78
H -10.51 -9.62 -1.03
H -9.01 -9.38 -1.72
H -10.21 -10.14 1.86
H -8.77 -8.47 3.57
H -7.60 -7.72 -0.40
H -6.39 -6.99 3.10
H -7.72 -5.89 2.46
H -6.34 -6.27 1.42
C -1.40 0.32 -0.26
C -0.25 -0.69 -0.60
N 1.06 0.05 -0.55
C 1.39 0.83 0.56
C 2.67 1.28 0.27
N 3.05 0.88 -0.99
C 2.03 0.11 -1.49
C 4.26 1.18 -1.77
H -1.23 1.28 -0.73
H -1.56 0.57 0.79
H -2.33 -0.05 -0.70
H -0.37 -1.06 -1.62
H -0.27 -1.57 0.05
H 0.79 0.95 1.45
H 3.33 1.87 0.89
H 2.11 -0.43 -2.43
H 4.17 0.89 -2.82
H 5.10 0.54 -1.48
H 4.63 2.20 -1.69
C -4.10 2.29 -8.82
C -3.97 3.78 -8.32
N -5.05 4.13 -7.42
C -5.39 3.57 -6.21
C -6.49 4.17 -5.69
N -6.80 5.27 -6.47
C -5.84 5.25 -7.53
C -7.91 6.16 -6.23
H -3.93 1.73 -7.90
H -3.45 2.17 -9.68
H -5.15 2.13 -9.07
H -3.93 4.61 -9.03
H -3.02 3.73 -7.78
H -4.82 2.71 -5.89
H -6.97 3.85 -4.78
H -5.76 5.93 -8.36
H -8.80 5.55 -6.12
H -8.02 6.83 -7.09
H -7.71 6.79 -5.37
C -0.76 -5.86 -7.82
C -0.90 -6.45 -6.38
N -2.11 -7.31 -6.37
C -3.50 -6.94 -6.39
C -4.25 -8.15 -6.43
N -3.37 -9.19 -6.40
C -2.12 -8.66 -6.43
C -3.75 -10.54 -6.19
H -0.13 -4.98 -7.80
H -1.75 -5.58 -8.17
H -0.42 -6.52 -8.61
H -0.99 -5.68 -5.61
H -0.05 -7.08 -6.14
H -3.79 -5.90 -6.41
H -5.33 -8.21 -6.53
H -1.21 -9.25 -6.41
H -4.62 -10.52 -5.53
H -2.99 -11.01 -5.57
H -3.96 -11.05 -7.13
C 7.98 11.98 9.93
C 6.51 12.18 9.51
N 6.31 11.55 8.17
C 6.62 12.16 6.93
C 6.19 11.31 5.90
N 5.60 10.16 6.56
C 5.68 10.37 7.90
C 5.02 9.00 5.91
H 8.65 12.48 9.24
H 8.21 10.92 9.95
H 8.13 12.43 10.92
H 6.18 13.22 9.45
H 5.88 11.71 10.26
H 7.15 13.09 7.03
H 6.28 11.28 4.83
H 5.14 9.77 8.62
H 4.80 9.39 4.92
H 4.10 8.74 6.45
H 5.61 8.09 5.85
C -14.87 -1.97 6.75
C -14.29 -0.58 6.99
N -13.56 -0.09 5.77
C -14.01 0.57 4.68
C -12.95 1.09 3.91
N -11.82 0.52 4.52
C -12.16 -0.15 5.62
C -10.45 0.71 4.10
H -14.12 -2.71 6.46
H -15.67 -2.08 6.02
H -15.43 -2.36 7.60
H -13.65 -0.51 7.87
H -15.12 0.11 7.19
H -15.07 0.76 4.64
H -12.86 1.71 3.04
H -11.51 -0.60 6.35
H -10.34 0.66 3.01
H -9.72 -0.01 4.46
H -10.13 1.72 4.32
B 11.68 -2.18 -3.58
F 11.01 -2.65 -2.48
F 11.63 -0.79 -3.60
F 12.98 -2.57 -3.37
F 11.14 -2.68 -4.75
B 7.83 6.96 -0.02
F 8.40 6.71 -1.21
F 6.52 7.34 -0.26
F 7.76 5.82 0.77
F 8.52 8.00 0.65
B -3.04 6.43 3.95
F -3.07 7.09 5.19
F -2.40 5.22 4.21
F -4.30 6.12 3.56
F -2.41 7.21 3.04
B 1.01 -5.52 4.31
F 1.98 -4.87 4.92
F -0.20 -5.08 4.71
F 1.08 -5.34 2.92
F 1.07 -6.87 4.58
B 5.58 -5.40 -1.38
F 6.74 -5.93 -1.69
F 5.95 -4.58 -0.35
F 5.06 -4.63 -2.38
F 4.63 -6.30 -0.90
B -8.49 -2.04 -2.95
F -7.24 -2.08 -3.45
F -9.33 -2.87 -3.74
F -8.53 -2.37 -1.64
F -8.98 -0.79 -2.98
B 3.07 1.12 -8.07
F 4.10 0.33 -7.69
F 3.46 2.43 -8.28
F 2.66 0.67 -9.26
F 1.98 1.10 -7.19
B -1.88 -8.52 -0.39
F -2.72 -7.46 -0.63
F -2.50 -9.69 -0.83
F -0.71 -8.37 -1.03
F -1.49 -8.64 0.85
B 9.01 -1.47 3.99
F 9.55 -1.31 2.73
F 8.39 -2.66 3.92
F 9.85 -1.43 4.98
F 8.10 -0.42 4.17
*
```

(6)
# C2H4N2S3

One molecule with the formula C2H4N2S3 in a non-equilibrium geometry (ωB97M-V/def2-TZVPD, OMol25).

Values from the calculation:
* HOMO-LUMO gap (spin up / spin down): 7.146 / 6.977 eV
* calculated total energy: -1382.5441 hartree
* relative energy (zero: lowest compared OMol25 entry of this formula, charge and spin): 336.0 kJ/mol
* HOMO level (spin up / spin down): -8.07 / -8.03 eV

Structure (ORCA input):
```
! wB97M-V def2-TZVPD RIJCOSX def2/J DEFGRID3
* xyz 0 1
C 0.67 0.44 0.51
C 1.03 -0.67 -0.42
N -0.71 0.71 0.05
N -1.37 -0.50 0.04
S -1.39 2.11 -0.28
S -3.13 -0.65 0.14
S -0.23 -1.85 -0.11
H 0.72 0.48 1.62
H 1.30 1.31 0.16
H 1.06 -0.42 -1.48
H 2.06 -0.96 -0.24
*
```

> Which of these has the lowest calculated total energy?

C27H29AsCl2F6I2N2O2P2V

> The lowest calculated total energy belongs to which entry?

C27H29AsCl2F6I2N2O2P2V

> Among the records above, which one has the highest calculated total energy?

C3H11N3O

> Which of these has the highest calculated total energy?

C3H11N3O